1.
Density functional theory data (ωB97M-V with the def2-TZVPD basis set) for a structure of composition C18H17Cl4O5Pt.

The geometry in XYZ format:
```
45
Properties=species:S:1:pos:R:3:forces:R:3:nbo_charge:R:1
Pt -0.3893 -0.0355 -0.2024 -0.07 -0.20 -0.08 1.183
Cl 6.4020 -2.4088 1.6330 0.15 0.00 0.04 -0.040
C 4.7166 -2.2599 1.2182 -0.15 -0.01 -0.03 -0.096
C 4.2244 -1.0551 0.7546 0.01 0.02 -0.01 -0.232
C 2.8867 -0.9519 0.4244 -0.11 -0.32 0.11 -0.132
Cl 2.2953 0.5765 -0.1455 0.28 0.32 0.08 0.015
C 1.9568 -2.0244 0.5318 0.15 0.04 -0.02 0.332
O 0.7148 -1.9727 0.2314 -0.26 0.34 -0.12 -0.748
C 2.5450 -3.2257 1.0236 0.04 0.10 -0.03 -0.109
Cl 1.5068 -4.6025 1.2062 -0.07 -0.10 0.01 -0.012
C 3.8762 -3.3529 1.3580 0.01 0.09 -0.02 -0.241
H 4.8748 -0.1984 0.6445 -0.01 0.00 0.01 0.227
H 4.2567 -4.2941 1.7288 -0.02 -0.02 -0.01 0.228
C -2.2788 0.1530 3.4980 0.08 0.02 -0.22 -0.619
C -2.2488 0.0052 1.9764 -0.37 0.03 0.23 0.090
C -3.5453 0.5239 1.3489 0.23 -0.07 0.00 -0.630
O -1.1394 0.7067 1.4788 0.29 -0.18 -0.41 -0.814
H -3.1052 -0.4177 3.9276 0.00 0.01 0.03 0.192
H -2.3995 1.2070 3.7589 0.01 0.00 0.03 0.196
H -1.3376 -0.2038 3.9168 -0.02 0.00 0.05 0.212
H -2.1700 -1.0677 1.7442 0.07 0.03 0.00 0.152
H -3.6891 1.5743 1.6125 0.00 0.01 -0.02 0.194
H -4.4043 -0.0516 1.7023 -0.03 0.01 -0.03 0.191
H -3.4768 0.4371 0.2630 -0.08 0.01 0.00 0.225
C -4.4820 0.6129 -4.5083 0.08 0.00 -0.01 -0.633
C -3.3989 0.7931 -5.5334 -0.04 -0.09 0.10 -0.057
C -3.4240 1.8210 -6.4615 0.06 -0.01 -0.05 -0.217
C -2.3870 1.9703 -7.3708 0.01 -0.11 0.08 -0.057
Cl -2.4453 3.2676 -8.5308 0.00 0.10 -0.07 -0.029
C -1.3098 1.1071 -7.3654 -0.03 0.05 -0.01 -0.229
C -1.2797 0.0669 -6.4471 0.04 -0.08 0.04 -0.285
C -2.3186 -0.1007 -5.5416 0.03 0.32 -0.04 0.374
O -2.3961 -1.1241 -4.6530 -0.07 -0.33 -0.09 -0.511
C -1.2250 -1.5523 -3.9756 0.07 0.34 0.19 -0.165
C -1.0303 -0.7882 -2.6627 -0.11 -0.09 -0.27 0.738
O -2.0284 -0.5041 -1.9687 0.07 -0.09 0.16 -0.712
O 0.1572 -0.5346 -2.3231 -0.14 -0.09 0.45 -0.721
H -5.1776 1.4509 -4.5255 -0.01 -0.01 -0.01 0.203
H -4.0397 0.5221 -3.5150 -0.03 0.00 0.01 0.259
H -5.0324 -0.3124 -4.6880 -0.03 0.01 0.00 0.220
H -4.2488 2.5219 -6.4694 0.00 0.00 0.00 0.218
H -0.4993 1.2409 -8.0684 -0.01 0.00 -0.01 0.222
H -0.4377 -0.6117 -6.4516 -0.03 -0.01 0.00 0.219
H -0.3212 -1.4494 -4.5724 -0.03 -0.03 -0.07 0.188
H -1.3761 -2.6035 -3.7320 0.04 0.01 0.01 0.211
```
Forces are in eV/Å.

Results
* expectation value of S²: 2.006
* Kohn-Sham gap (spin up / spin down): 7.29 / 7.19 eV
* LUMO energy (spin up / spin down): 0.0914 / 0.0853 hartree
* relative energy (zero: lowest compared OMol25 entry of this formula, charge and spin): 0.0 kcal/mol
* charge: -1
* multiplicity: 3

2.
Density functional theory data (ωB97M-V with the def2-TZVPD basis set) for the molecule C18H17ClFNO4.

The geometry in XYZ format:
```
42
Properties=species:S:1:pos:R:3:forces:R:3:nbo_charge:R:1
C -6.3027 -0.9599 0.1530 0.40 0.22 0.00 -0.618
C -5.1997 0.0629 0.3734 -0.38 0.07 0.16 -0.066
O -4.0287 -0.4272 -0.2539 0.11 -0.14 -0.12 -0.512
C -2.8936 0.3062 -0.2025 0.34 0.04 -0.05 0.402
C -2.7611 1.5395 0.4323 -0.32 -0.14 0.02 -0.333
C -1.5422 2.1882 0.4228 0.33 -0.03 -0.15 -0.124
C -0.4368 1.6474 -0.2258 -0.34 -0.03 0.17 -0.198
C 0.8504 2.3840 -0.1323 -0.02 0.08 -0.15 0.678
O 1.0946 3.1679 0.7627 -0.04 0.12 0.15 -0.617
N 1.7342 2.1464 -1.1447 0.11 -0.14 -0.27 -0.608
C 3.1262 2.5208 -1.0296 0.09 -0.09 0.16 -0.323
C 3.8662 1.2501 -0.6271 -0.01 0.35 -0.39 0.788
O 4.3904 0.4879 -1.3970 0.11 -0.08 -0.03 -0.601
O 3.7440 1.0433 0.6801 0.01 0.30 0.35 -0.492
C 4.1264 -0.2432 1.1732 0.12 -0.39 -0.05 -0.095
C 3.1287 -1.2868 0.7435 0.03 0.30 0.13 -0.121
C 3.4916 -2.2987 -0.1359 -0.19 0.01 0.11 -0.141
C 2.5709 -3.2317 -0.5773 -0.17 -0.10 0.01 -0.294
C 1.2665 -3.1342 -0.1274 0.21 0.18 0.09 0.415
F 0.3547 -4.0273 -0.5535 0.02 0.04 0.02 -0.319
C 0.8632 -2.1389 0.7433 -0.02 -0.10 -0.02 -0.310
C 1.8023 -1.2136 1.1729 0.16 -0.32 -0.23 0.001
Cl 1.2963 0.0494 2.2346 -0.06 -0.05 0.17 0.042
C -0.5723 0.4087 -0.8535 -0.05 0.22 0.04 -0.168
C -1.7799 -0.2520 -0.8384 -0.27 -0.04 0.02 -0.284
H -7.2214 -0.6188 0.6213 -0.10 0.02 0.04 0.214
H -6.0148 -1.9149 0.5837 -0.02 -0.10 0.05 0.215
H -6.4735 -1.0980 -0.9111 -0.06 -0.02 -0.09 0.215
H -5.0201 0.2022 1.4482 0.03 0.05 -0.13 0.173
H -5.4842 1.0293 -0.0648 0.09 -0.08 0.08 0.173
H -3.5958 1.9961 0.9400 -0.09 0.01 0.03 0.222
H -1.4258 3.1359 0.9266 0.02 0.06 0.06 0.236
H 1.5066 1.4656 -1.8518 -0.08 0.10 0.07 0.399
H 3.5042 2.8997 -1.9808 0.03 -0.08 0.15 0.219
H 3.1936 3.2734 -0.2414 0.04 -0.06 -0.17 0.259
H 4.1418 -0.1339 2.2594 0.05 0.03 -0.16 0.217
H 5.1230 -0.4950 0.7984 -0.14 0.01 0.12 0.208
H 4.5092 -2.3453 -0.4904 0.11 0.04 -0.05 0.228
H 2.8493 -4.0160 -1.2620 0.00 -0.10 -0.07 0.234
H -0.1617 -2.0814 1.0708 -0.12 0.00 0.03 0.249
H 0.2716 -0.0723 -1.3288 0.06 -0.05 -0.03 0.210
H -1.8916 -1.2157 -1.3101 -0.01 -0.13 -0.06 0.225
```
Forces are in eV/Å.

Results
* Kohn-Sham gap: 9.43 eV
* LUMO energy: 0.0264 hartree
* relative energy (zero: lowest compared OMol25 entry of this formula, charge and spin): 0.0 kcal/mol
* SMILES: CCOc1ccc(C(=O)NCC(=O)OCc2ccc(F)cc2Cl)cc1

3.
Density functional theory data (ωB97M-V with the def2-TZVPD basis set) for the molecule C18H17ClFNO5.

The geometry in XYZ format:
```
43
Properties=species:S:1:pos:R:3:forces:R:3:nbo_charge:R:1
C 5.1434 -3.5278 0.7989 0.15 0.09 0.16 -0.251
O 4.2363 -4.0760 -0.1249 -0.44 -0.01 -0.28 -0.507
C 3.1265 -3.3527 -0.4757 0.08 -0.07 -0.01 0.231
C 2.8400 -2.1012 0.0592 0.15 -0.08 0.08 -0.289
C 1.6984 -1.4016 -0.2859 -0.17 -0.07 -0.12 -0.199
C 0.8060 -1.9471 -1.1993 0.43 -0.17 -0.02 -0.153
C -0.4289 -1.2477 -1.6429 -0.18 0.04 0.20 0.667
O -0.9026 -1.3681 -2.7553 0.00 -0.12 -0.26 -0.619
N -1.0329 -0.4927 -0.6834 -0.06 0.31 0.28 -0.606
C -2.1103 0.4004 -1.0105 0.02 -0.03 -0.11 -0.335
C -1.7860 1.8113 -0.5579 0.20 -0.37 0.01 0.792
O -0.8317 2.1018 0.1129 -0.01 0.10 0.02 -0.597
O -2.7045 2.6801 -0.9872 -0.35 -0.12 -0.13 -0.498
C -2.5151 4.0393 -0.6122 0.33 0.43 0.02 -0.096
C -2.9605 4.3281 0.7984 0.09 -0.01 -0.10 -0.096
C -3.7681 3.4425 1.4984 0.08 0.17 0.00 -0.169
C -4.1665 3.7030 2.7970 0.01 0.14 0.16 -0.278
C -3.7474 4.8771 3.3940 0.07 -0.04 -0.27 0.405
F -4.1246 5.1465 4.6560 0.02 0.00 -0.02 -0.317
C -2.9531 5.7927 2.7275 -0.10 -0.08 0.13 -0.294
C -2.5667 5.5070 1.4292 -0.32 -0.40 0.16 -0.004
Cl -1.5890 6.6501 0.5856 0.16 0.20 -0.12 0.019
C 1.1013 -3.1800 -1.7652 0.12 0.04 0.12 -0.209
C 2.2372 -3.9032 -1.4221 -0.11 0.15 -0.01 0.323
O 2.3435 -5.1014 -2.0558 -0.24 0.24 0.13 -0.506
C 3.5127 -5.8852 -1.9722 0.35 -0.37 -0.05 -0.241
H 5.5793 -2.5930 0.4324 -0.03 -0.03 0.02 0.179
H 4.6745 -3.3564 1.7731 0.02 0.01 -0.05 0.178
H 5.9308 -4.2727 0.9061 -0.03 0.09 0.04 0.201
H 3.5201 -1.6548 0.7668 0.09 0.00 0.05 0.221
H 1.5413 -0.4211 0.1383 -0.03 0.11 0.04 0.215
H -0.5533 -0.3102 0.1849 0.00 -0.11 -0.11 0.411
H -2.2566 0.3698 -2.0954 -0.07 0.05 0.20 0.269
H -3.0477 0.0882 -0.5321 0.04 0.12 -0.12 0.219
H -1.4551 4.2983 -0.7179 -0.25 -0.03 -0.05 0.223
H -3.1030 4.6239 -1.3257 0.13 -0.10 0.05 0.214
H -4.0933 2.5350 1.0135 -0.02 -0.09 -0.03 0.223
H -4.7914 3.0138 3.3413 -0.07 -0.05 0.08 0.234
H -2.6453 6.7038 3.2142 0.03 0.09 0.05 0.244
H 0.4300 -3.6032 -2.4954 -0.06 -0.06 -0.10 0.243
H 3.6762 -6.2664 -0.9622 -0.01 0.03 -0.12 0.183
H 3.3404 -6.7200 -2.6516 0.04 0.05 0.04 0.189
H 4.3955 -5.3303 -2.2970 -0.06 -0.05 0.02 0.179
```
Forces are in eV/Å.

Results
* Kohn-Sham gap: 8.95 eV
* LUMO energy: 0.0241 hartree
* relative energy (zero: lowest compared OMol25 entry of this formula, charge and spin): 4.5 kcal/mol
* SMILES: COc1ccc(C(=O)NCC(=O)OCc2ccc(F)cc2Cl)cc1OC

Which formula does entry 1 have?
C18H17Cl4O5Pt

Look up the relative energy (zero: lowest compared OMol25 entry of this formula, charge and spin) of the second one.
0.0 kcal/mol